Run P
Computed, not measured: a single C6H4O molecule, with wB97M-V/def2-TZVPD.

The geometry in XYZ format:
```
11
Properties=species:S:1:pos:R:3:lowdin_charge:R:1
O 0.20 -0.37 -1.44 -0.005
C -0.96 2.74 -0.67 0.151
C 0.85 -1.24 -0.80 -0.256
C 0.68 -1.44 0.57 -0.039
C -0.64 0.48 0.48 0.009
C -0.26 -0.59 1.20 -0.095
C -0.85 1.69 -0.05 -0.142
H -0.69 -0.82 2.19 0.118
H 1.55 -1.91 -1.32 0.118
H -1.22 3.53 -1.34 0.038
H 1.33 -2.07 1.17 0.104
```

The HOMO energy (alpha / beta) is -7.20 / -8.24 eV. The value obtained for the frontier orbital gap (alpha / beta) is 5.23 / 7.98 eV.

Run Q
Computed, not measured: a single C6H4O molecule, with wB97M-V/def2-TZVPD.

The geometry in XYZ format:
```
11
Properties=species:S:1:pos:R:3:lowdin_charge:R:1
O 2.09 0.40 1.16 0.111
C 0.13 1.42 1.99 -0.036
C 0.11 -0.11 0.09 0.052
C -0.59 2.10 2.67 0.155
C 0.89 0.55 1.10 -0.453
C -0.31 -0.68 -0.89 -0.043
C -0.33 -1.45 -2.13 -0.084
H 0.46 -0.99 -2.71 0.088
H -1.26 -1.49 -2.72 0.081
H -1.19 2.72 3.31 0.040
H 0.00 -2.46 -1.88 0.088
```

The HOMO energy is -10.19 eV. As for the SMILES: C#CC(=O)C#CC. The value obtained for the frontier orbital gap is 9.94 eV.

Quick one: least stable of them? run P

Run P
Computed, not measured: 2 unconnected molecules or ions with the total composition C2H3N2O2, with wB97M-V/def2-TZVPD.

The geometry in XYZ format:
```
9
Properties=species:S:1:pos:R:3:lowdin_charge:R:1
O 4.70 -0.41 -0.13 -0.159
O 3.11 1.01 -0.41 -0.130
N 2.70 -0.89 0.51 0.087
N 3.48 -0.08 -0.01 -0.724
C 0.77 0.08 0.57 -0.041
C 0.07 0.04 -0.49 -0.130
H 0.49 -0.53 -1.37 0.072
H 0.80 0.42 1.58 0.023
H -0.86 0.45 -0.71 0.002
```

The charge is -1. The HOMO energy (alpha / beta) is -3.39 / -3.39 eV. The value obtained for the frontier orbital gap (alpha / beta) is 7.58 / 7.58 eV.

Run Q
Computed, not measured: 2 unconnected molecules or ions with the total composition C2H3N2O2, with wB97M-V/def2-TZVPD.

The geometry in XYZ format:
```
9
Properties=species:S:1:pos:R:3:lowdin_charge:R:1
O -3.04 0.59 -0.24 -0.151
O -1.83 -1.26 -0.10 -0.082
N -1.97 -0.07 0.01 -0.722
N -1.14 0.74 0.50 0.130
C 1.03 -0.37 0.56 -0.051
C 1.72 0.25 -0.36 -0.180
H 1.37 -0.89 1.33 -0.039
H 1.03 0.88 -1.04 0.047
H 2.83 0.14 -0.65 0.048
```

The charge is -1. The HOMO energy (alpha / beta) is -3.78 / -3.97 eV. The value obtained for the frontier orbital gap (alpha / beta) is 8.01 / 8.26 eV.

Quick one: least stable of them? run Q

Run P
Computed, not measured: a single C4H4N2O2 molecule, with wB97M-V/def2-TZVPD.

The geometry in XYZ format:
```
12
Properties=species:S:1:pos:R:3:lowdin_charge:R:1
O -1.06 -1.67 1.22 -0.001
O -1.83 -1.28 -0.74 0.191
N -0.15 0.02 0.38 0.026
N -0.13 -1.40 2.22 0.107
C -1.12 -0.97 0.11 -0.587
C 0.21 0.97 -1.85 0.052
C 0.41 -0.24 1.66 -0.060
C 0.53 0.94 -0.54 -0.112
H -0.64 0.50 -2.02 -0.007
H 1.41 1.44 -0.16 0.103
H 1.08 1.40 -2.52 0.119
H 1.30 0.30 2.23 0.167
```

The HOMO energy is -9.50 eV. As for the SMILES: C=Cn1cnoc1=O. The value obtained for the frontier orbital gap is 10.17 eV.

Run Q
Computed, not measured: a single C4H4N2O2 molecule, with wB97M-V/def2-TZVPD.

The geometry in XYZ format:
```
12
Properties=species:S:1:pos:R:3:lowdin_charge:R:1
O -1.34 -2.59 -0.13 -0.079
O -1.57 2.23 1.61 0.063
N -0.88 1.54 0.93 -0.114
N -1.04 -1.40 0.19 -0.359
C 0.77 0.33 -0.28 -0.069
C 0.18 1.51 0.25 -0.122
C 0.22 -0.87 -0.29 -0.040
C -1.67 -0.79 1.11 0.185
H -2.76 -0.93 1.42 0.115
H 0.59 2.53 0.25 0.144
H 1.74 0.57 -0.76 0.129
H 0.75 -1.69 -0.86 0.147
```

The HOMO energy (alpha / beta) is -9.01 / -9.10 eV. The value obtained for the frontier orbital gap (alpha / beta) is 8.14 / 8.34 eV.

Quick one: least stable of them? run Q

Run P
Computed, not measured: a single C4H4N2O2 molecule, with wB97M-V/def2-TZVPD.

The geometry in XYZ format:
```
12
Properties=species:S:1:pos:R:3:lowdin_charge:R:1
O -0.36 1.46 0.03 -0.076
O -2.63 -1.25 0.16 -0.106
N 3.75 -0.82 0.17 0.099
N -1.37 -0.51 0.10 -0.018
C 0.96 1.08 0.26 -0.016
C 1.19 -0.20 -0.38 -0.063
C -1.45 0.76 -0.25 -0.164
C 2.58 -0.56 -0.16 -0.232
H 1.56 1.94 0.90 0.205
H -2.28 -2.23 0.33 0.153
H -2.41 1.23 -0.52 0.153
H 0.45 -0.92 -0.64 0.064
```

The HOMO energy is -9.24 eV. As for the SMILES: N#C/C=C/O/C=N/O. The value obtained for the frontier orbital gap is 8.96 eV.

Run Q
Computed, not measured: a single C4H4N2O2 molecule, with wB97M-V/def2-TZVPD.

The geometry in XYZ format:
```
12
Properties=species:S:1:pos:R:3:lowdin_charge:R:1
O -0.30 -1.95 -0.72 -0.006
O 2.03 -0.84 0.63 -0.027
N -2.75 0.01 0.64 0.181
N 0.82 -0.10 0.28 -0.130
C 0.99 1.29 -0.24 -0.158
C 0.15 2.30 -0.19 -0.012
C -1.47 0.16 -0.13 0.023
C -0.30 -0.72 -0.22 -0.431
H 2.18 1.26 -0.41 0.164
H 1.58 -1.78 0.11 0.224
H 0.62 3.33 -0.76 0.157
H -0.88 2.01 0.04 0.015
```

The HOMO energy is -9.82 eV. As for the SMILES: C=CN(O)C(=O)C#N. The value obtained for the frontier orbital gap is 7.65 eV.

Quick one: least stable of them? run Q

Run P
Computed, not measured: a single C4H4N2O2 molecule, with wB97M-V/def2-TZVPD.

The geometry in XYZ format:
```
12
Properties=species:S:1:pos:R:3:lowdin_charge:R:1
O -1.33 -0.75 1.72 -0.009
O -0.39 2.10 0.51 -0.051
N -0.71 0.87 -0.25 -0.014
N 2.84 -0.01 1.01 0.126
C -0.92 -0.32 0.50 -0.392
C 1.81 0.07 0.44 -0.096
C -0.38 -1.22 -0.52 -0.052
C 0.55 -0.03 -0.64 -0.143
H 1.04 0.45 -1.42 0.109
H -0.99 -1.33 -1.45 0.137
H -1.40 2.50 0.32 0.203
H -0.12 -2.33 -0.20 0.180
```

The HOMO energy is -10.51 eV. The value obtained for the frontier orbital gap is 10.47 eV.

Run Q
Computed, not measured: a single C4H4N2O2 molecule, with wB97M-V/def2-TZVPD.

The geometry in XYZ format:
```
12
Properties=species:S:1:pos:R:3:lowdin_charge:R:1
O -0.29 0.86 -0.44 0.041
O -2.54 0.40 0.22 -0.156
N 0.69 -1.37 -0.14 0.100
N -1.77 -0.72 0.27 -0.060
C 0.85 1.28 -0.07 -0.161
C -0.42 -0.57 -0.19 -0.258
C 2.10 0.60 0.29 -0.041
C 1.92 -0.84 0.02 -0.107
H 3.15 0.94 0.79 0.149
H 1.02 2.46 0.16 0.169
H -3.41 -0.18 -0.33 0.244
H 2.76 -1.45 -0.09 0.080
```

The HOMO energy is -8.12 eV. As for the SMILES: O/N=c1/nccco1. The value obtained for the frontier orbital gap is 7.70 eV.

Quick one: least stable of them? run Q

Run P
Computed, not measured: a molecular structure, C37H38BrN4O6PS2V, with wB97M-V/def2-TZVPD.

The geometry in XYZ format:
```
90
Properties=species:S:1:pos:R:3:mulliken_spin:R:1
Br -3.83 -2.00 -0.13 -0.001
V 0.22 0.25 0.30 2.714
S -1.66 0.57 2.01 0.050
S 0.57 1.97 -1.42 0.011
P 2.25 -0.72 1.36 0.100
O -6.47 1.85 -2.34 0.000
O -0.39 -1.16 -2.29 0.021
O 2.49 2.11 1.28 -0.022
O -2.55 0.94 0.93 0.008
O -1.06 -0.78 1.78 0.005
O -0.53 1.50 2.13 0.024
N -2.88 -0.13 -1.91 0.013
N 1.76 3.91 0.06 0.000
N -0.43 4.25 -0.39 0.002
N 0.29 -1.36 -1.10 -0.011
C 0.81 -2.52 -1.05 0.068
C 1.71 -4.54 -0.14 0.007
C 6.78 4.18 -0.21 0.000
C 0.40 6.61 -0.46 0.000
C 4.06 0.19 -0.51 0.034
C 1.60 -3.15 0.02 -0.014
C -0.32 5.52 0.33 0.000
C -2.58 0.48 3.51 0.005
C 5.31 0.41 -1.05 0.006
C 2.21 -2.55 1.12 0.015
C 6.33 -0.46 0.95 0.000
C 4.44 4.33 -0.76 -0.001
C 5.15 3.06 1.15 0.000
C 0.64 3.45 -0.46 0.020
C 3.01 0.46 3.77 0.000
C -1.73 3.93 -0.98 -0.010
C 6.47 3.39 0.89 0.000
C 1.21 -1.02 5.29 0.000
C 5.77 4.65 -1.03 0.000
C 2.99 -4.73 1.86 0.011
C 6.45 0.09 -0.32 0.000
C -1.96 4.63 -2.32 0.000
C 2.71 3.11 0.58 0.014
C -3.97 -0.50 -1.28 0.007
C -5.20 0.13 -1.39 -0.001
C -4.13 1.65 -2.90 0.001
C -5.27 1.23 -2.22 0.000
C 3.93 -0.37 0.76 -0.059
C 5.07 -0.69 1.49 -0.006
C 1.33 -1.25 3.93 -0.001
C 2.00 -0.05 5.90 -0.001
C 2.90 -3.36 2.02 -0.004
C 2.24 -0.52 3.16 -0.016
C 2.39 -5.33 0.77 -0.004
C 2.90 0.69 5.14 0.000
C 4.13 3.53 0.34 -0.006
C -2.96 0.95 -2.70 0.005
H 1.43 6.32 -0.65 0.000
H -6.06 -0.22 -0.84 0.000
H 4.99 -1.10 2.49 0.000
H 0.41 7.54 0.12 0.000
H 3.38 -2.90 2.88 0.000
H 4.89 2.42 1.99 0.001
H -1.33 5.84 0.58 0.000
H 7.22 -0.70 1.52 0.000
H -1.88 0.50 4.34 0.000
H 3.50 1.46 5.60 0.000
H 1.92 0.13 6.96 0.000
H 1.25 -5.00 -1.00 0.000
H 2.45 -6.40 0.61 0.000
H 7.26 3.03 1.54 0.000
H 0.60 -3.16 -1.90 0.005
H 3.54 -5.32 2.59 0.001
H 3.68 1.06 3.17 0.003
H -6.39 2.61 -2.93 0.000
H 0.21 5.33 1.26 0.000
H 3.17 0.48 -1.06 0.009
H -1.19 4.35 -3.03 0.000
H -1.28 -0.80 -2.05 -0.014
H -2.93 4.34 -2.73 0.000
H -2.49 4.23 -0.26 0.000
H -3.14 -0.45 3.49 0.000
H 7.43 0.27 -0.74 0.000
H -4.16 2.51 -3.56 0.000
H 3.64 4.69 -1.39 0.000
H 5.40 0.85 -2.03 0.000
H -2.04 1.25 -3.19 -0.002
H -1.80 2.86 -1.09 0.007
H 6.01 5.26 -1.89 0.000
H 7.81 4.44 -0.42 0.000
H -3.24 1.34 3.55 0.000
H -1.96 5.71 -2.21 0.000
H 0.51 -1.59 5.87 0.000
H -0.09 6.81 -1.41 0.000
H 0.69 -1.99 3.46 0.001
```

The HOMO energy (alpha / beta) is -7.30 / -7.93 eV. The multiplicity is 4. The value obtained for the frontier orbital gap (alpha / beta) is 7.29 / 7.75 eV.

Run Q
Computed, not measured: a molecular structure, C37H38BrN4O6PS2V, with wB97M-V/def2-TZVPD.

The geometry in XYZ format:
```
90
Properties=species:S:1:pos:R:3:mulliken_spin:R:1
Br -3.33 -1.12 0.53 0.019
V 0.22 -1.08 0.51 2.733
S -0.21 -4.14 1.12 0.000
S 2.25 -1.53 -1.00 0.014
P -0.70 0.67 2.19 0.173
O -0.51 -2.76 1.64 0.015
O -1.31 -4.74 0.41 0.002
O -3.67 -4.07 -3.66 0.001
O 1.06 -4.11 0.40 0.002
O 2.57 -2.45 1.94 0.003
O 0.13 0.55 -0.76 0.012
N 1.86 -1.28 2.06 0.024
N 1.58 0.63 -2.56 0.009
N 3.71 -0.11 -2.67 0.004
N -1.23 -1.97 -1.05 -0.051
C 0.44 0.88 -1.93 0.032
C -2.66 2.42 1.14 0.003
C 2.80 1.38 4.31 0.003
C -1.96 0.33 3.47 -0.019
C -2.52 3.02 -4.14 0.001
C -3.75 -0.36 5.49 -0.001
C -1.30 2.18 1.33 -0.037
C 4.82 -1.00 -2.35 -0.001
C -2.17 4.36 -0.19 -0.001
C -2.84 -3.40 -2.84 0.003
C -3.41 -2.70 -1.78 -0.006
C -1.18 3.11 -4.52 -0.001
C -1.91 1.57 -2.33 -0.009
C -3.09 3.50 0.40 0.001
C -2.72 1.32 4.11 -0.006
C 0.05 -5.09 2.58 0.002
C -0.71 -2.66 -2.08 0.034
C -1.46 -3.37 -2.99 0.000
C 2.55 2.61 4.89 -0.002
C 3.94 0.91 -3.69 -0.001
C -2.12 -1.00 3.85 0.015
C -3.01 -1.34 4.86 0.002
C 2.50 -0.23 -2.09 0.000
C -0.57 1.65 -2.71 -0.002
C -2.88 2.25 -3.05 0.000
C -0.21 2.42 -3.81 0.001
C -0.38 3.04 0.72 0.017
C 0.65 1.39 3.22 -0.026
C 4.85 -2.27 -3.20 0.002
C -0.81 4.12 -0.03 0.003
C 1.88 0.75 3.47 0.018
C -3.61 0.97 5.11 0.001
C 3.39 0.54 -5.06 0.001
C 2.33 -0.57 3.00 -0.006
C 0.41 2.62 3.83 -0.002
C 1.34 3.24 4.65 0.005
C -2.55 -2.03 -0.94 0.014
H -1.56 -1.77 3.33 0.003
H 3.74 0.89 4.50 0.000
H 3.19 -0.98 3.52 0.005
H -4.19 1.74 5.60 0.000
H 0.96 -4.75 3.07 0.000
H -2.51 5.20 -0.78 0.000
H 3.60 1.34 -5.77 0.000
H 2.31 0.40 -5.00 0.000
H -0.81 -4.96 3.23 0.000
H 4.97 -2.03 -4.25 0.000
H -0.09 4.76 -0.50 0.000
H 3.84 -0.38 -5.43 0.000
H 5.74 -0.43 -2.49 0.000
H -4.45 -0.62 6.28 0.000
H -2.62 2.35 3.82 0.000
H 5.68 -2.90 -2.89 0.000
H -3.16 -4.54 -4.33 0.000
H 4.76 -1.26 -1.30 0.002
H -0.98 -3.91 -3.79 -0.001
H -4.15 3.68 0.27 0.000
H -3.92 2.17 -2.75 0.000
H -0.53 3.12 3.64 0.000
H 0.83 2.47 -4.10 0.000
H -0.90 3.72 -5.37 0.000
H 3.30 3.07 5.53 0.000
H 5.02 1.06 -3.75 0.000
H 0.68 2.85 0.83 0.000
H -3.12 -2.38 5.15 0.000
H 3.49 1.85 -3.36 0.000
H 1.11 4.19 5.10 0.000
H 3.92 -2.82 -3.06 -0.001
H -2.17 0.98 -1.46 0.020
H 2.08 -3.03 1.30 -0.005
H 0.15 -6.13 2.27 0.000
H -4.47 -2.70 -1.63 0.001
H -3.28 3.55 -4.70 0.000
H 0.37 -2.63 -2.17 -0.026
H -3.39 1.75 1.59 0.001
```

The HOMO energy (alpha / beta) is -7.03 / -8.12 eV. The multiplicity is 4. The value obtained for the frontier orbital gap (alpha / beta) is 7.13 / 8.14 eV.

Run R
Computed, not measured: a molecular structure, C37H38BrN4O6PS2V, with wB97M-V/def2-TZVPD.

The geometry in XYZ format:
```
90
Properties=species:S:1:pos:R:3:mulliken_spin:R:1
Br 2.36 0.45 3.15 -0.001
V -0.15 0.05 -0.40 2.614
S -1.30 -2.20 -0.24 0.025
S -2.23 1.08 1.10 0.019
P 0.99 2.22 -0.88 0.149
O 0.07 -0.35 -2.41 -0.008
O -1.97 -0.53 5.79 0.000
O -3.27 0.26 1.67 -0.001
O -0.86 0.76 1.58 0.068
O 1.83 -2.21 -0.28 0.008
O -2.15 1.08 -0.38 0.012
N -3.20 -2.78 -2.01 0.005
N 1.84 -0.84 -0.32 -0.028
N 0.61 -1.63 2.74 0.020
N -1.26 -2.15 -2.99 -0.003
C 3.53 0.98 -0.54 0.054
C 1.75 -0.83 -4.55 0.005
C -3.77 -2.86 -3.36 0.001
C -1.14 -0.93 4.79 0.000
C -0.26 -1.31 -3.16 -0.004
C 0.69 3.59 1.48 0.006
C -1.94 -2.35 -1.86 -0.004
C 0.64 2.67 -2.60 -0.012
C 3.51 3.37 -0.88 -0.004
C 0.82 -0.60 3.53 0.003
C 0.60 3.70 0.10 -0.036
C 2.48 -0.94 -5.72 0.000
C 0.02 -0.20 4.58 0.004
C 4.89 3.43 -0.79 0.008
C 3.03 -0.40 -0.41 0.084
C -4.07 -3.10 -0.89 0.004
C -0.07 6.00 0.35 0.001
C -0.10 3.07 -5.26 -0.001
C 1.60 2.69 -3.60 0.001
C 1.96 -1.65 -6.80 0.001
C -0.01 -2.16 -5.52 -0.001
C 0.72 -2.25 -6.69 -0.001
C 5.60 2.26 -0.57 -0.004
C -4.17 -1.50 -3.93 0.000
C 0.04 5.89 1.73 -0.001
C 0.43 4.68 2.29 0.002
C 1.23 2.89 -4.93 0.001
C 0.50 -1.44 -4.44 -0.002
C 0.22 4.92 -0.47 -0.001
C -0.71 2.83 -2.94 0.039
C 4.93 1.06 -0.45 0.002
C -1.41 -2.01 3.97 -0.002
C -2.57 2.74 1.60 0.000
C -4.89 -1.91 -0.40 -0.005
C 2.81 2.16 -0.76 -0.019
C -1.07 3.04 -4.26 0.005
C -0.50 -2.32 2.98 0.010
H -1.47 2.75 -2.18 -0.010
H 5.49 0.15 -0.28 0.000
H -2.31 -2.60 4.09 0.000
H -2.30 2.83 2.65 0.000
H -1.99 3.42 0.99 0.001
H 0.31 -2.80 -7.53 0.000
H -4.54 -1.62 -4.94 0.000
H -0.18 6.74 2.36 0.000
H 0.25 0.66 5.19 0.000
H 3.45 -0.47 -5.79 0.000
H 3.81 -1.17 -0.41 0.005
H -4.73 -3.91 -1.22 0.001
H -4.94 -1.03 -3.33 0.000
H -0.68 -3.17 2.32 0.003
H -4.64 -3.51 -3.29 0.000
H -5.49 -2.20 0.46 0.000
H -3.64 2.90 1.48 0.000
H 2.94 4.28 -1.05 0.000
H -2.12 3.16 -4.52 0.000
H 2.12 -0.27 -3.70 0.007
H -3.04 -3.33 -4.01 0.000
H 2.53 -1.73 -7.71 0.000
H -2.75 -1.09 5.80 0.000
H 2.65 2.55 -3.36 0.000
H -0.39 3.22 -6.29 0.000
H 0.14 5.01 -1.54 0.000
H -5.56 -1.55 -1.18 0.000
H 6.68 2.28 -0.49 0.000
H -0.37 6.94 -0.10 0.000
H -4.23 -1.10 -0.09 0.005
H 1.99 2.90 -5.70 0.000
H 0.51 4.58 3.37 0.000
H 0.96 2.64 1.93 -0.009
H 5.39 4.38 -0.89 0.000
H -3.46 -3.49 -0.08 0.001
H -0.98 -2.63 -5.42 0.001
H 0.87 -2.45 -0.26 -0.015
H -3.30 -0.84 -3.96 -0.001
```

The HOMO energy (alpha / beta) is -7.35 / -8.39 eV. The multiplicity is 4. The value obtained for the frontier orbital gap (alpha / beta) is 7.39 / 8.28 eV.

Quick one: least stable of them? run P